# C24H29N3O4

A single C24H29N3O4 molecule (ωB97M-V/def2-TZVPD, the OMol25 dataset).

Values from the calculation:
ΔE to the lowest compared entry with this formula, charge and spin   197.93 kJ/mol
Calculated total energy   -1397.1839 Eh
Lowest unoccupied orbital energy   0.8 eV
Frontier orbital gap   9.0 eV
HOMO   -8.19 eV

Last column: natural (NBO) charge in e.
Geometry (Å):
C -0.843 -3.446 -0.892  0.255
C 1.511 4.170 4.766  -0.253
O 2.153 5.399 4.503  -0.548
H 3.746 5.764 1.552  0.215
N 1.890 4.839 1.556  -0.338
H 3.570 2.275 0.176  0.278
H -4.505 -5.108 -4.417  0.215
C -0.127 6.195 2.191  -0.655
C -0.490 -2.143 -1.241  -0.308
H -4.497 -8.059 -1.331  0.214
O -0.567 0.173 -1.188  -0.497
C 0.885 1.809 -0.167  0.549
H -1.024 2.146 -1.133  0.210
N -0.395 -4.232 -1.887  -0.166
N 0.226 -3.532 -2.847  -0.295
H 1.418 -1.648 -4.083  0.223
C 2.199 3.674 0.932  0.230
H -2.511 -4.428 -0.013  0.232
H -1.772 -3.139 0.966  0.267
H -1.203 6.044 2.207  0.232
O 1.816 1.099 -0.494  -0.570
C -2.668 -6.987 -1.608  -0.234
C -0.043 3.934 0.954  -0.283
C 2.838 5.736 2.160  -0.238
H 1.431 -0.566 -2.665  0.247
H -0.974 -4.712 0.809  0.221
H 0.080 -5.957 -2.855  0.245
H -5.680 -6.855 -3.130  0.214
H -2.154 -7.514 -0.816  0.208
H 3.982 6.040 3.951  0.191
C -1.571 -3.964 0.288  -0.672
O -1.031 -0.928 0.721  -0.625
H 4.159 3.945 0.139  0.216
H 2.216 3.442 5.183  0.169
H 4.112 3.059 1.666  0.215
C -0.556 1.399 -0.488  -0.186
H -1.120 1.297 0.447  0.233
C -4.650 -6.619 -2.907  -0.214
C 0.186 -2.267 -2.485  0.205
C -3.986 -7.294 -1.898  -0.209
H -2.152 -4.572 -3.904  0.227
C -2.001 -6.008 -2.330  0.050
H 1.045 3.744 3.873  0.180
H 0.222 6.350 3.210  0.235
H -0.234 -6.156 -1.112  0.209
C -0.566 -5.653 -2.026  -0.254
H 2.403 6.736 2.189  0.220
H 0.047 -0.571 -3.750  0.223
H 0.741 4.386 5.504  0.196
H 0.081 7.098 1.613  0.215
C 1.010 3.070 0.533  -0.215
C -3.990 -5.638 -3.629  -0.200
C -2.672 -5.335 -3.344  -0.237
C 3.594 3.214 0.720  -0.673
C -0.719 -0.944 -0.451  0.806
C 3.228 5.330 3.596  -0.066
C 0.523 5.007 1.576  0.144
H -1.093 3.777 0.813  0.221
C 0.813 -1.199 -3.299  -0.646
H 3.665 4.325 3.598  0.171

Atoms 1-3, force components in eV/Å:
0.06 0.39 0.00
-0.07 -0.15 0.04
0.04 0.24 -0.14



# C4H5ORh

A molecular structure, C4H5ORh (ωB97M-V/def2-TZVPD, the OMol25 dataset).

Values from the calculation:
Total charge   +2
Multiplicity   5
ΔE to the lowest compared entry with this formula, charge and spin   231.85 kJ/mol
Calculated total energy   -340.1103 Eh
Lowest unoccupied orbital energy (spin up / spin down)   -10.1 / -12.4 eV
Frontier orbital gap (spin up / spin down)   8.2 / 7.6 eV
HOMO (spin up / spin down)   -18.37 / -20.07 eV

Last column: Mulliken spin population.
Geometry (Å):
H -1.599 -0.560 1.524  0.237
O 0.868 -0.723 0.647  0.285
C -2.399 0.192 -0.211  0.372
C -3.607 -0.104 0.302  0.265
C -2.605 0.226 1.292  0.055
H -2.534 1.146 1.884  0.062
H -1.924 0.747 -1.019  0.002
C -0.232 -1.045 0.057  0.421
H -4.635 -0.406 0.128  0.007
H -0.712 -2.007 0.345  0.089
Rh 1.444 -0.394 -1.167  2.205

Atoms 1-3, force components in eV/Å:
-2.70 1.65 0.35
-4.07 -1.31 0.69
-1.36 2.22 0.39



# C3H5ClS

2 unconnected molecules or ions with the total composition C3H5ClS (ωB97M-V/def2-TZVPD, the OMol25 dataset).

Values from the calculation:
ΔE to the lowest compared entry with this formula, charge and spin   379.49 kJ/mol
Calculated total energy   -975.5122 Eh
Lowest unoccupied orbital energy (spin up / spin down)   0.2 / -0.5 eV
Frontier orbital gap (spin up / spin down)   8.4 / 8.1 eV
HOMO (spin up / spin down)   -8.22 / -8.65 eV

Last column: natural (NBO) charge in e.
Geometry (Å):
C -0.946 -1.250 0.166  -0.528
S 0.106 -1.827 -1.222  0.232
H 1.082 0.604 1.212  0.160
Cl -1.563 0.779 -1.689  -0.012
C 1.300 1.372 0.501  -0.481
H -1.931 -1.742 0.263  0.234
H 2.310 1.345 0.038  0.186
H 0.605 2.132 0.395  0.175
C -0.491 -0.299 -0.766  -0.183
H -0.471 -1.114 1.101  0.218

Atoms 1-3, force components in eV/Å:
-0.91 -1.37 1.16
0.41 -0.49 -0.14
0.06 -0.15 0.42



# C3H14O5

5 unconnected molecules or ions with the total composition C3H14O5 (ωB97M-V/def2-TZVPD, the OMol25 dataset).

Values from the calculation:
ΔE to the lowest compared entry with this formula, charge and spin   303.23 kJ/mol
Calculated total energy   -498.7932 Eh
Lowest unoccupied orbital energy   0.4 eV
Frontier orbital gap   9.9 eV
HOMO   -9.54 eV

Last column: natural (NBO) charge in e.
Geometry (Å):
C 1.184 3.158 0.813  -0.696
C 0.331 2.131 0.150  0.328
H -1.315 0.821 0.205  0.199
H 1.681 3.960 0.400  0.230
H 0.699 -2.398 1.311  0.490
H 0.655 2.869 -1.739  0.498
O -0.336 -0.137 -5.672  -0.953
H 1.027 -1.029 -0.238  0.497
O -2.092 -3.333 2.880  -0.967
O 0.734 2.014 -1.151  -0.737
O 0.338 -2.890 2.136  -1.020
O 0.797 -2.051 -0.196  -0.928
H -0.775 -0.316 -6.567  0.477
H -1.878 -3.500 3.739  0.461
H -1.418 -3.882 2.301  0.503
C -0.741 1.511 0.644  -0.485
H 0.466 3.797 1.430  0.220
H -0.189 -2.030 -0.430  0.491
H -1.155 1.719 1.651  0.211
H 0.352 -0.815 -5.512  0.476
H 1.982 2.724 1.335  0.232
H -0.346 -2.325 2.510  0.473

Atoms 1-3, force components in eV/Å:
-3.32 0.60 3.00
-0.15 1.98 -1.20
-1.76 -2.40 -2.45



# C23H27Cl2CoFN7O4S

A molecular structure, C23H27Cl2CoFN7O4S (ωB97M-V/def2-TZVPD, the OMol25 dataset).

Values from the calculation:
Total charge   +1
Multiplicity   2
ΔE to the lowest compared entry with this formula, charge and spin   16.91 kJ/mol
Calculated total energy   -4377.9875 Eh
Lowest unoccupied orbital energy (spin up / spin down)   -3.0 / -3.0 eV
Frontier orbital gap (spin up / spin down)   6.6 / 6.6 eV
HOMO (spin up / spin down)   -9.62 / -9.61 eV

Last column: Mulliken spin population.
Geometry (Å):
C -3.379 1.863 -2.124  -0.007
N 0.971 -1.292 2.626  0.002
C -1.281 -0.443 2.466  0.002
C 2.936 -0.173 -0.284  -0.001
C 1.898 -2.162 3.351  0.000
H 3.277 -1.555 1.284  0.000
H -7.655 -0.994 -1.697  0.001
H -7.044 -2.615 -1.239  0.000
C -4.193 4.052 -1.673  -0.002
O -3.652 -0.637 2.179  -0.021
C 1.363 -0.581 1.509  0.001
C 2.600 -0.809 0.893  -0.001
N 4.139 -0.546 -0.940  0.000
O -1.710 1.203 0.801  0.023
C 2.888 -1.380 4.200  0.000
H 4.416 0.552 -2.759  0.000
C 5.417 -0.338 -0.288  0.000
H 2.402 -2.815 2.637  0.000
H 5.225 -1.901 -3.727  0.000
C -1.738 -1.867 -0.749  -0.010
N -2.727 0.970 -2.868  0.000
H 1.290 -2.811 3.977  0.000
H 6.350 -0.776 -2.951  0.000
H 3.317 -0.830 -2.824  0.000
C -6.798 -1.568 -1.367  0.000
H -0.582 -1.805 3.900  0.000
H -4.547 4.684 1.355  0.000
C 5.432 -1.344 -2.816  0.000
Co -3.655 0.181 0.504  0.999
C 6.252 -1.615 -0.496  0.000
C -3.553 3.224 -2.526  0.001
O -2.775 -1.032 4.182  -0.002
C -0.933 0.427 1.388  -0.017
H 7.304 -1.413 -0.684  0.000
H -2.637 0.027 -2.511  0.000
H -6.149 4.076 0.919  0.000
H 6.160 -2.308 0.338  0.000
H -5.469 5.470 0.045  0.000
C -2.679 -0.697 3.013  -0.008
C 0.824 0.992 -0.241  0.007
C 0.456 0.308 0.918  0.016
N -4.640 3.629 -0.459  0.000
C -5.239 4.525 0.530  0.000
H 3.564 -2.064 4.714  0.000
S -0.421 -2.760 -1.110  -0.001
Cl -5.546 -1.438 -2.609  0.001
H -4.371 5.093 -1.902  0.000
O -4.677 1.889 1.034  0.000
H 4.803 -2.733 -1.439  0.000
C -4.426 2.326 -0.102  0.003
N 5.700 -2.320 -1.708  0.000
H -3.191 3.579 -3.478  0.000
H 2.363 -0.791 4.951  0.000
H 5.274 -0.164 0.775  0.000
C -0.309 -1.199 3.045  0.001
N -2.667 -1.205 -0.490  0.010
H -2.356 1.203 -3.770  0.000
C 2.042 0.765 -0.812  0.001
H 6.324 -3.067 -2.009  0.000
F 2.391 1.452 -1.927  0.000
H 0.118 1.678 -0.688  0.000
N -3.881 1.435 -0.980  -0.013
H 3.484 -0.696 3.594  0.000
Cl -6.284 -0.933 0.202  0.013
C 4.244 -0.461 -2.386  0.000
H 5.941 0.535 -0.697  0.000

Atoms 1-3, force components in eV/Å:
0.15 -0.52 -0.28
0.01 0.05 0.02
0.03 -0.06 0.02